(1)
{
  "formula": "CH3NO2S",
  "method": "ωB97M-V with the def2-TZVPD basis set",
  "largest_force_ev_per_a": 4.1,
  "e_above_lowest_ev": 2.230,
  "homo_lumo_gap_ev": 9.91,
  "total_charge": 0,
  "homo_energy_ha": -0.363,
  "energy_ha": -643.2322,
  "lumo_ev": 0.029,
  "multiplicity": 1,
  "elements": ["N", "O", "S", "H", "O", "C", "H", "H"],
  "coordinates": [[0.1533, -0.7790, -0.7762], [1.7883, -1.3627, 1.1740], [1.7587, -0.9929, -0.2366], [-0.3994, 0.0511, -0.4588], [1.5539, 1.8457, -0.5511], [1.7690, 0.8643, 0.0477], [-0.4839, -1.5600, -0.6173], [2.0424, 0.6258, 1.4299]],
  "atomic_forces_ev_per_a": [[-1.264, 0.539, 0.089], [0.435, -0.329, 0.628], [-1.600, -0.091, -0.980], [1.158, -0.719, -0.193], [0.054, -0.577, -0.110], [1.264, 0.408, 3.895], [0.703, -0.257, -0.178], [-0.750, 1.026, -3.150]],
  "lowdin_charge": [-0.24, -0.55, 0.84, 0.07, 0.07, -0.42, 0.05, 0.18]
}

***

(2)
{
  "formula": "CH3NO2S",
  "method": "ωB97M-V with the def2-TZVPD basis set",
  "largest_force_ev_per_a": 3.4,
  "e_above_lowest_ev": 3.834,
  "homo_lumo_gap_ev": 10.32,
  "total_charge": 0,
  "homo_energy_ha": -0.382,
  "energy_ha": -643.1733,
  "smiles": "CS[N+](=O)[O-]",
  "lumo_ev": -0.082,
  "multiplicity": 1,
  "elements": ["O", "N", "C", "H", "S", "H", "O", "H"],
  "coordinates": [[2.8265, 0.0031, -0.0737], [1.6442, 0.1634, 0.0332], [-1.3018, -0.1525, -0.0544], [-1.1421, 0.8173, 0.3651], [0.5705, -1.2722, -0.0009], [-1.6254, -0.1465, -1.0690], [1.0621, 1.2105, 0.0969], [-2.0339, -0.6232, 0.7028]],
  "atomic_forces_ev_per_a": [[0.366, -0.499, 0.162], [-0.897, -0.097, -0.457], [0.688, -2.320, 2.334], [0.790, 0.453, -0.167], [-2.564, 1.553, 0.067], [-0.068, -0.200, -0.577], [0.363, 1.097, 0.203], [1.321, 0.013, -1.565]],
  "lowdin_charge": [0.02, -0.76, -0.15, 0.00, 0.86, 0.00, -0.03, 0.06]
}

***

(3)
{
  "formula": "CH3NO2S",
  "method": "ωB97M-V with the def2-TZVPD basis set",
  "largest_force_ev_per_a": 2.9,
  "e_above_lowest_ev": 1.129,
  "homo_lumo_gap_ev": 8.75,
  "total_charge": 0,
  "homo_energy_ha": -0.315,
  "energy_ha": -643.2727,
  "lumo_ev": 0.170,
  "multiplicity": 1,
  "elements": ["H", "H", "N", "C", "O", "S", "H", "O"],
  "coordinates": [[-2.6843, -1.4867, -0.3205], [0.9711, 1.2295, -0.1518], [1.3087, 0.3526, 0.1455], [0.3697, -0.6206, -0.0566], [-2.8605, -0.7322, 0.1832], [-1.7120, 0.4415, -0.1653], [2.3019, 0.1429, -0.0701], [0.3149, -1.7928, -0.0623]],
  "atomic_forces_ev_per_a": [[0.369, -1.904, -1.530], [-0.085, 1.189, -0.143], [0.269, -1.901, -0.510], [-2.469, 1.324, 0.702], [0.519, 2.062, 1.493], [1.784, -0.901, -0.099], [-1.058, 0.039, 0.210], [0.670, 0.093, -0.122]],
  "lowdin_charge": [-0.02, 0.06, 0.12, -0.54, -0.52, 0.68, 0.13, 0.08]
}

***

(4)
{
  "formula": "CH3NO2S2",
  "method": "ωB97M-V with the def2-TZVPD basis set",
  "largest_force_ev_per_a": 2.7,
  "e_above_lowest_ev": 4.070,
  "homo_lumo_gap_ev": [8.48, 6.58],
  "total_charge": 0,
  "homo_energy_ha": [-0.350, -0.325],
  "energy_ha": -1041.3418,
  "lumo_ev": [-1.058, -2.272],
  "multiplicity": 1,
  "elements": ["O", "H", "H", "C", "S", "S", "H", "N", "O"],
  "coordinates": [[3.2432, 0.4618, 0.5985], [-1.1890, -1.0660, -0.8811], [-0.2972, 1.4351, 0.2736], [-1.1680, -0.3694, 0.0321], [-2.5898, 0.6749, -0.3320], [2.5309, -0.5106, -0.2166], [-1.4275, -0.9879, 0.8678], [-0.0364, 0.4360, 0.3015], [0.9339, -0.0740, -0.6438]],
  "atomic_forces_ev_per_a": [[-0.178, 0.321, 0.046], [0.834, 1.043, 1.111], [1.055, -0.553, -1.086], [-2.347, -0.129, -1.291], [-0.296, -0.202, 0.162], [-1.365, -0.018, -0.056], [-0.188, -0.538, 0.579], [1.323, -1.188, 0.526], [1.160, 1.263, 0.009]],
  "lowdin_charge": [-0.52, 0.11, 0.09, -0.68, 0.65, 0.96, 0.06, -0.15, -0.51]
}

***

(5)
{
  "formula": "CH3NO3",
  "method": "ωB97M-V with the def2-TZVPD basis set",
  "largest_force_ev_per_a": 4.2,
  "e_above_lowest_ev": 2.487,
  "homo_lumo_gap_ev": 11.13,
  "total_charge": 0,
  "homo_energy_ha": -0.393,
  "energy_ha": -320.2512,
  "smiles": "O=[N+]([O-])CO",
  "lumo_ev": 0.443,
  "multiplicity": 1,
  "elements": ["O", "H", "C", "H", "N", "O", "H", "O"],
  "coordinates": [[-1.3770, 1.1562, 0.3553], [1.0202, 1.4985, -0.5725], [0.5413, -0.4006, -0.0584], [0.9798, -1.0744, 0.7001], [-1.1179, -0.0331, 0.2867], [1.4046, 0.6654, -0.0199], [0.4211, -0.8411, -1.0671], [-1.8722, -0.9709, 0.3759]],
  "atomic_forces_ev_per_a": [[0.049, -0.987, -0.104], [1.189, -2.996, 1.829], [-0.453, 0.144, -0.124], [-1.140, -0.102, -0.378], [2.283, 0.274, -0.024], [-2.165, 3.135, -1.764], [-0.081, 0.047, 0.613], [0.318, 0.485, -0.048]],
  "lowdin_charge": [0.05, 0.19, -0.12, 0.13, -0.36, -0.07, 0.12, 0.06]
}

***

(6)
{
  "formula": "CH3NO3",
  "method": "ωB97M-V with the def2-TZVPD basis set",
  "largest_force_ev_per_a": 3.5,
  "e_above_lowest_ev": 2.102,
  "homo_lumo_gap_ev": 10.41,
  "total_charge": 0,
  "homo_energy_ha": -0.369,
  "energy_ha": -320.2654,
  "smiles": "[H]/N=C(/O)OO",
  "lumo_ev": 0.353,
  "multiplicity": 1,
  "elements": ["H", "H", "N", "O", "H", "O", "C", "O"],
  "coordinates": [[-0.0038, -1.7393, 0.4128], [2.1244, -0.0232, 0.2823], [-1.9196, 0.6118, -0.0122], [1.3377, -0.3091, -0.1286], [-1.6739, 1.5372, 0.0679], [0.3423, 0.5248, 0.2831], [-0.9211, -0.1101, 0.1281], [-0.9433, -1.4024, 0.2918]],
  "atomic_forces_ev_per_a": [[-1.413, 0.589, -0.355], [1.244, 0.931, 1.175], [-1.289, -2.414, 0.065], [0.201, -2.849, -1.964], [0.600, 2.771, -0.253], [-1.993, 1.327, 0.719], [0.959, 1.225, 0.617], [1.691, -1.580, -0.004]],
  "lowdin_charge": [0.15, 0.10, 0.19, 0.00, 0.03, -0.04, -0.56, 0.13]
}

***

Copy entry 5 word for word.
{
  "formula": "CH3NO3",
  "method": "ωB97M-V with the def2-TZVPD basis set",
  "largest_force_ev_per_a": 4.2,
  "e_above_lowest_ev": 2.487,
  "homo_lumo_gap_ev": 11.13,
  "total_charge": 0,
  "homo_energy_ha": -0.393,
  "energy_ha": -320.2512,
  "smiles": "O=[N+]([O-])CO",
  "lumo_ev": 0.443,
  "multiplicity": 1,
  "elements": ["O", "H", "C", "H", "N", "O", "H", "O"],
  "coordinates": [[-1.3770, 1.1562, 0.3553], [1.0202, 1.4985, -0.5725], [0.5413, -0.4006, -0.0584], [0.9798, -1.0744, 0.7001], [-1.1179, -0.0331, 0.2867], [1.4046, 0.6654, -0.0199], [0.4211, -0.8411, -1.0671], [-1.8722, -0.9709, 0.3759]],
  "atomic_forces_ev_per_a": [[0.049, -0.987, -0.104], [1.189, -2.996, 1.829], [-0.453, 0.144, -0.124], [-1.140, -0.102, -0.378], [2.283, 0.274, -0.024], [-2.165, 3.135, -1.764], [-0.081, 0.047, 0.613], [0.318, 0.485, -0.048]],
  "lowdin_charge": [0.05, 0.19, -0.12, 0.13, -0.36, -0.07, 0.12, 0.06]
}

***

Q: What is the formula in the second record?
A: CH3NO2S